# 1
DFT (ωB97M-V/def2-TZVPD) results for a molecular structure, C30H50OOsP4.

Each line ends with the Mulliken spin population.
Cartesian coordinates (Å):
Os: 0.074 0.308 -0.614  0.797
P: -0.701 2.504 -0.683  0.189
P: -1.570 0.170 -2.213  0.045
P: -0.993 -0.468 1.177  0.340
P: 1.758 1.206 0.712  0.146
O: 2.861 -3.763 0.486  0.103
C: 6.277 -2.489 0.296  0.134
C: 1.430 2.302 2.166  0.009
C: -2.414 3.000 -1.262  -0.004
C: -1.230 -1.554 -2.578  0.149
C: -2.879 1.475 2.014  -0.019
C: 2.816 2.274 -0.334  0.032
C: 0.081 -1.548 2.199  0.062
C: -1.903 1.687 4.621  -0.003
C: 2.957 0.101 1.535  0.069
C: 5.184 -3.282 0.649  0.036
C: -2.897 -3.780 -0.260  0.254
C: 3.796 -1.924 -0.802  0.124
C: 6.149 -1.425 -0.625  0.227
C: -3.404 0.150 -2.155  0.005
C: -1.332 0.775 3.718  0.010
C: -3.466 2.387 2.907  0.006
C: -2.977 2.490 4.213  0.004
C: 4.888 -1.154 -1.177  0.108
C: -0.770 3.719 0.724  0.002
C: -4.648 -2.444 0.756  0.014
C: -1.953 -2.863 0.217  0.011
C: -1.803 0.652 2.402  0.026
C: 0.176 3.622 -1.865  0.028
C: 3.948 -3.007 0.065  0.253
C: -2.347 -1.686 0.869  0.138
C: 1.756 -1.879 -3.048  0.010
C: -3.705 -1.493 1.147  0.217
C: 1.435 -2.988 -2.345  0.017
C: -1.137 1.041 -3.770  0.003
C: -4.253 -3.584 0.045  0.258
H: -4.314 3.005 2.582  0.000
H: -3.775 -0.826 -1.820  -0.005
H: -0.885 -3.057 0.075  0.028
H: -3.433 3.191 4.917  0.000
H: 2.166 2.134 2.960  -0.001
H: 2.799 -1.694 -3.305  0.001
H: 1.517 3.351 1.871  -0.001
H: 2.786 -1.679 -1.120  0.050
H: 0.246 3.163 -2.858  -0.003
H: 3.863 0.015 0.926  0.010
H: 0.185 4.219 0.918  0.000
H: 3.221 0.482 2.531  0.005
H: -5.706 -2.307 1.001  0.008
H: 1.173 3.885 -1.503  0.001
H: 2.236 -3.723 -2.180  0.000
H: 4.740 -0.334 -1.887  0.005
H: -4.028 -0.620 1.712  0.009
H: -0.432 4.531 -1.929  0.003
H: 0.432 2.113 2.581  0.002
H: -1.345 0.358 -4.606  0.002
H: -0.609 -2.150 2.811  0.002
H: -0.069 1.295 -3.777  0.002
H: -1.734 1.954 -3.880  0.003
H: -2.566 -4.646 -0.845  -0.007
H: -3.766 0.915 -1.462  0.004
H: -1.511 1.760 5.638  0.000
H: -0.990 -1.707 -3.636  0.014
H: 5.234 -4.120 1.350  0.000
H: -4.984 -4.322 -0.291  -0.007
H: 2.551 2.089 -1.381  0.002
H: -0.336 -1.709 -1.940  0.052
H: -2.689 2.572 -2.232  0.003
H: 2.649 3.332 -0.094  0.001
H: -0.510 0.151 4.057  0.002
H: 3.880 2.049 -0.190  0.003
H: 2.406 -4.147 -0.252  -0.001
H: -2.433 4.090 -1.386  -0.003
H: -3.283 1.387 1.005  0.007
H: -3.795 0.362 -3.164  0.001
H: 0.726 -0.943 2.849  0.014
H: 2.504 -0.887 1.650  0.000
H: -2.026 -2.221 -2.235  0.028
H: -3.164 2.717 -0.514  0.001
H: -1.125 3.220 1.632  0.006
H: 0.709 -2.224 1.596  -0.035
H: 6.992 -0.793 -0.909  -0.009
H: 0.438 -3.374 -2.131  0.012
H: -1.490 4.499 0.456  -0.003
H: 7.252 -2.712 0.748  0.006
H: 1.089 -1.178 -3.524  -0.011

DFT total energy in Ha: -2702.7887
2S+1: 5
Frontier orbital gap (alpha / beta) in eV: 6.147 / 4.138
Charge: +4
Energy relative to the best compared isomer or geometry (same formula, charge and spin) in kcal per mole: 59.5

=====

# 2
DFT (ωB97M-V/def2-TZVPD) results for 11 unconnected molecules or ions with the total composition C30H51Br21N3O2PS.

Each line ends with the Mulliken charge.
Cartesian coordinates (Å):
Br: -5.547 -2.632 1.759  -0.153
Br: 1.316 -1.731 1.190  -0.140
Br: -3.036 -3.837 4.176  -0.161
Br: -1.438 -7.613 -0.690  -0.128
Br: 5.957 4.726 1.456  -0.069
Br: -0.819 -2.941 -1.546  -0.116
Br: -6.637 4.123 -0.099  -0.163
Br: -10.561 -3.694 3.001  -0.144
Br: -2.975 3.396 3.510  -0.191
Br: 0.131 4.849 2.164  -0.170
Br: -6.165 1.004 1.812  -0.071
Br: 2.539 -0.454 -7.798  -0.121
Br: 5.658 0.908 -9.207  -0.140
Br: 4.640 4.062 -6.486  -0.170
Br: 8.509 3.614 3.876  -0.141
Br: -4.392 -10.850 2.595  -0.135
Br: -10.965 -0.287 1.644  -0.162
Br: 4.109 1.260 2.116  -0.063
Br: 0.704 -6.407 2.059  -0.134
Br: 4.605 -1.768 4.163  -0.147
Br: -6.116 -12.464 -0.240  -0.136
S: 1.802 -0.731 -2.209  0.268
P: 2.315 4.009 -0.711  0.266
O: 8.104 5.648 -2.991  -0.545
O: 6.067 4.731 -2.316  -0.102
N: 1.865 0.818 -1.449  -0.354
N: 2.422 -0.523 -3.792  -0.546
N: 0.841 4.641 -0.994  -0.649
C: -4.435 -11.477 -0.201  -0.543
C: -1.209 -6.784 2.042  -0.352
C: -3.650 -11.782 1.051  -0.578
C: -1.501 4.321 1.241  -0.662
C: 2.799 0.783 -9.278  -0.572
C: -2.727 4.664 2.049  -0.259
C: -0.595 -2.116 1.180  -0.358
C: 2.800 0.880 -3.849  0.518
C: -4.277 -2.339 4.309  -0.589
C: 5.930 4.767 3.404  -0.392
C: -0.900 -3.344 0.359  -0.362
C: -1.518 -8.008 1.217  -0.494
C: 4.035 0.018 4.697  -0.564
C: 8.294 3.243 -2.567  -0.901
C: 3.466 1.680 -5.017  -0.475
C: 2.463 1.629 -2.491  0.241
C: 3.114 0.628 3.669  -0.437
C: 7.284 5.127 3.964  -0.585
C: 2.802 3.179 -2.368  0.268
C: 3.823 3.204 -4.908  -0.219
C: -9.306 -2.599 1.987  -0.297
C: 5.484 5.619 -3.340  -0.340
C: 4.006 0.407 -10.106  -0.536
C: -6.762 2.759 2.416  -0.469
C: -9.388 -1.150 2.400  -0.134
C: 3.490 3.952 -3.542  0.426
C: 3.861 5.499 -3.376  -0.814
C: -7.663 3.412 1.398  -0.535
C: -5.617 -2.682 3.706  -0.571
C: 7.463 4.603 -2.647  0.666
H: 1.889 0.709 -9.876  0.375
H: -1.707 -5.884 1.682  0.096
H: 9.306 3.485 -2.063  0.314
H: 3.509 5.918 -2.356  0.174
H: -1.924 -3.680 0.537  0.288
H: -7.305 2.569 3.345  0.345
H: -2.542 -8.343 1.395  0.236
H: 2.866 1.781 -8.846  0.303
H: 2.188 3.026 0.352  0.043
H: 7.208 5.370 5.025  0.368
H: 4.073 -0.660 -10.321  0.366
H: 2.624 1.516 4.073  0.351
H: 3.389 6.183 -4.170  0.359
H: -5.978 -3.672 3.986  0.469
H: 8.565 2.882 -3.634  0.257
H: 0.857 5.661 -0.840  0.230
H: -1.475 -6.949 3.088  0.380
H: -6.365 -1.936 3.983  0.295
H: -9.523 -2.761 0.931  0.422
H: 3.729 1.134 -5.997  0.152
H: -0.834 -8.837 1.400  0.406
H: 5.965 5.365 -4.345  0.237
H: 4.939 0.602 4.870  0.309
H: 3.259 5.051 -0.339  0.135
H: 2.357 -0.064 3.302  0.140
H: 7.762 5.954 3.439  0.358
H: -1.097 -1.219 0.816  0.445
H: 3.512 -0.123 5.645  0.402
H: -3.628 -12.843 1.300  0.419
H: -2.627 -11.413 0.961  0.276
H: 5.716 6.726 -3.123  0.270
H: -8.407 2.732 0.980  0.315
H: -9.436 -1.010 3.480  0.419
H: -5.866 3.340 2.638  0.192
H: -8.169 4.276 1.832  0.383
H: -4.683 -10.421 -0.310  0.342
H: -3.890 -11.811 -1.087  0.357
H: -4.377 -2.146 5.379  0.392
H: 4.011 0.963 -11.046  0.342
H: -3.796 -1.484 3.833  0.336
H: 7.800 2.412 -1.955  0.270
H: -1.487 4.879 0.303  0.363
H: -2.692 5.660 2.491  0.419
H: -3.627 4.575 1.436  0.138
H: 5.568 3.794 3.738  0.119
H: -8.540 -0.588 2.002  -0.082
H: -0.860 -2.277 2.227  0.173
H: -1.413 3.257 1.025  0.353
H: -0.215 -4.171 0.541  0.080
H: -8.321 -3.009 2.218  -0.029
H: 5.193 5.531 3.661  0.339

DFT total energy in Ha: -56282.0618
2S+1: 1
Frontier orbital gap in eV: 6.587
Structure (SMILES): CC(=O)OCCc1c(Br)cc2nsnc2c1[PH2]=N.BrCCBr.BrCCBr.BrCCBr.BrCCBr.BrCCBr.BrCCBr.BrCCBr.BrCCBr.BrCCBr.BrCCBr